Record 1
C25H57N4O6 | ωB97M-V/def2-TZVPD

orbital gap (spin up / spin down): 0.30780 / 0.33712 Eh
LUMO (spin up / spin down): 0.58 / 0.58 eV
<S²>: 0.75
spin multiplicity: 2

XYZ file:
```
92
Properties=species:S:1:pos:R:3:forces:R:3
C -3.104205 0.276344 0.848254 0.0 0.0 0.1
N -3.045544 1.005990 -0.408465 0.1 0.0 -0.1
C -1.874679 1.875172 -0.530566 0.0 0.0 0.0
C -0.999429 1.604015 -1.775023 -0.1 0.1 0.0
C -1.923166 1.753841 -3.005708 0.0 -0.1 0.0
O -1.279838 2.036439 -4.235008 0.0 0.0 0.0
C -0.787993 0.925861 -4.952468 -0.1 0.0 0.1
C -0.400427 0.183577 -1.686524 0.0 -0.1 0.1
C 1.023239 0.109251 -1.084126 0.0 0.3 0.0
C 1.203576 -1.159554 -0.261225 0.0 0.0 0.1
C 2.064285 0.107209 -2.205708 0.0 0.0 -0.1
N 1.217534 1.279216 -0.174545 -0.1 0.0 0.0
O 0.915963 1.108203 1.053069 0.1 0.0 0.0
C 1.134245 2.670125 -0.729628 0.0 -0.2 0.0
C 2.512213 3.117345 -1.227281 0.1 0.0 0.0
C 0.732783 3.623585 0.394056 -0.1 0.0 0.1
C 0.103229 2.666877 -1.881501 0.1 0.1 0.0
H -2.188711 -0.296289 1.072957 0.0 0.0 0.0
H -3.948852 -0.415063 0.839892 0.0 0.0 0.0
H -3.266407 0.976887 1.670287 0.0 0.0 0.0
H -3.119388 0.370071 -1.188938 0.0 0.0 0.0
H -2.196545 2.924509 -0.581714 0.0 0.0 0.1
H -1.262774 1.761616 0.369104 0.0 0.0 -0.1
H -2.529855 0.844106 -3.127963 0.0 0.1 0.0
H -2.605120 2.590420 -2.835685 0.0 0.0 0.0
H -0.667424 1.240457 -5.988375 0.0 0.0 0.0
H -1.496531 0.087753 -4.915440 0.0 0.0 0.0
H 0.178553 0.577356 -4.571721 0.0 0.0 0.0
H -0.364962 -0.285356 -2.671728 0.0 0.0 0.0
H -1.075249 -0.428712 -1.080349 0.0 0.0 0.0
H 1.141757 -2.025548 -0.924868 0.0 0.0 0.0
H 2.176780 -1.161045 0.233392 0.0 0.0 -0.1
H 0.442455 -1.247782 0.511989 0.0 0.0 0.0
H 1.934390 0.923468 -2.917011 0.0 -0.1 0.1
H 1.967029 -0.829710 -2.757377 0.0 0.1 0.1
H 3.080810 0.149136 -1.809028 0.0 0.0 0.0
H 2.439848 4.127881 -1.635822 0.0 0.0 0.0
H 2.922106 2.470682 -2.000421 -0.1 0.1 0.0
H 3.221989 3.135185 -0.396803 -0.1 0.0 0.0
H 0.828430 4.646347 0.024512 0.0 0.0 0.0
H -0.290361 3.474752 0.735075 0.1 0.0 0.0
H 1.382850 3.489541 1.257074 0.0 0.1 -0.1
H 0.609813 2.532811 -2.839722 0.0 0.0 0.1
H -0.351681 3.662607 -1.929136 0.0 -0.1 0.0
C 3.123327 -2.867597 -4.625066 -0.1 0.0 -0.1
O 3.518164 -2.616670 -3.293585 0.1 0.0 0.0
C 3.775140 -3.784445 -2.521036 0.0 -0.1 -0.1
C 5.222054 -3.808079 -2.081561 0.0 0.0 0.1
N 6.099517 -3.875252 -3.233818 0.0 0.1 0.0
C 7.522437 -3.849447 -2.933919 0.0 0.0 0.0
C 8.065212 -2.610031 -2.231154 -0.1 0.0 0.0
O 7.919209 -1.427709 -2.998057 0.0 0.0 0.0
C 6.779384 -0.647428 -2.702200 0.0 0.0 0.0
H 2.870127 -1.906295 -5.070685 0.0 0.0 0.0
H 3.920458 -3.334972 -5.213001 0.0 0.0 0.0
H 2.244027 -3.519775 -4.667252 0.0 0.0 0.0
H 3.544670 -4.678103 -3.108760 0.0 0.0 0.0
H 3.126601 -3.766505 -1.640470 0.0 0.0 0.0
H 5.383854 -4.692331 -1.456332 0.0 0.0 0.0
H 5.394999 -2.927714 -1.444584 0.0 0.0 0.0
H 5.873827 -3.115978 -3.865186 0.0 0.0 0.0
H 8.062864 -3.967820 -3.875395 0.0 0.0 0.0
H 7.763851 -4.721164 -2.315161 0.0 0.0 0.0
H 9.137048 -2.752801 -2.073176 0.0 0.0 0.0
H 7.601476 -2.468503 -1.247521 0.0 0.0 0.0
H 6.575200 -0.636534 -1.625738 0.0 0.0 0.0
H 5.876626 -1.001043 -3.210172 0.0 0.0 0.0
H 6.987354 0.371055 -3.027725 0.0 0.0 0.0
C -3.715071 2.831317 4.391778 0.1 0.1 0.0
O -4.162960 1.563376 3.962003 -0.1 0.0 0.1
C -3.470703 0.467996 4.548751 0.1 0.0 0.0
C -4.431959 -0.406051 5.321669 0.0 0.0 0.0
N -4.987451 0.324254 6.445292 0.0 0.1 0.0
C -5.975080 -0.397804 7.230826 0.0 0.0 0.0
C -7.255883 -0.826782 6.523205 0.0 0.0 -0.1
O -8.033032 0.265305 6.065343 0.0 0.0 0.0
C -7.824817 0.637885 4.718210 0.0 0.0 0.0
H -4.296878 3.575930 3.851431 0.0 0.0 0.0
H -3.856586 2.975163 5.468621 0.0 0.0 0.0
H -2.653318 2.979167 4.165500 0.0 0.0 0.0
H -2.682796 0.837093 5.212188 0.0 0.0 0.0
H -3.003312 -0.116030 3.750375 0.0 0.0 0.0
H -3.887595 -1.278597 5.697618 0.0 0.0 0.0
H -5.190929 -0.777731 4.616903 0.0 0.0 0.0
H -5.386545 1.192990 6.110678 0.0 0.0 0.0
H -6.253433 0.231949 8.078595 0.0 0.0 0.0
H -5.500884 -1.296118 7.642622 0.0 0.0 0.0
H -7.873436 -1.371433 7.241818 0.0 0.0 0.0
H -7.045602 -1.503935 5.686468 0.0 0.0 0.0
H -7.669776 -0.241102 4.083226 -0.1 0.0 0.0
H -6.963809 1.300147 4.587171 0.0 0.0 0.0
H -8.720305 1.158574 4.381472 0.0 0.0 0.0
```
Forces are in eV/Å.



Record 2
C25H58LiN2O21P | ωB97M-V/def2-TZVPD

energy relative to the best compared isomer or geometry (same formula, charge and spin): 576.8 kJ/mol
orbital gap: 0.26450 Eh
LUMO: 0.24 eV

XYZ file:
```
108
Properties=species:S:1:pos:R:3:forces:R:3
C -2.869478 -2.907239 -1.640325 -3.4 3.7 -1.0
N -2.428565 -2.600470 -0.277380 -2.6 1.7 -0.8
C -2.853669 -3.722640 0.617993 15.3 -1.2 1.8
C -1.011429 -2.348371 -0.446315 1.8 0.1 3.0
C -3.199095 -1.383786 0.199936 -2.3 2.9 2.9
C -3.126065 -1.036447 1.755164 6.4 4.6 -2.0
O -3.483639 0.321089 2.046195 -0.9 -0.6 -1.1
H -2.769124 -2.039224 -2.388241 1.2 -1.6 1.0
H -3.954181 -2.921613 -1.715102 -0.5 -0.1 0.8
H -2.640053 -3.878360 -1.761037 1.8 -3.0 -1.7
H -3.706901 -3.807751 0.437861 -13.4 -1.7 -2.6
H -2.698580 -3.555826 1.728068 0.4 0.0 -1.6
H -2.215465 -4.698147 0.149240 -1.8 2.5 1.8
H -0.432634 -3.166708 -0.848267 -0.4 -0.9 0.4
H -0.727561 -2.034000 0.561760 0.9 -0.3 -0.2
H -0.683471 -1.577076 -1.081839 -0.9 1.6 -0.9
H -4.339328 -1.100617 0.078233 1.6 -2.3 -1.0
H -2.818127 -0.450032 -0.163217 1.2 0.1 -0.9
H -1.878008 -0.883867 1.904343 -2.8 -1.6 0.3
H -3.637736 -1.548963 2.461730 -1.3 -2.5 1.8
H -2.768297 1.018004 1.591797 0.2 -0.8 0.1
C -1.810625 3.276021 4.718228 -4.0 -2.1 0.5
N -0.384444 3.096074 4.409991 -0.6 -1.9 2.6
C 0.421813 3.447672 5.661980 -0.9 1.0 2.4
C -0.298912 1.592499 4.111252 -2.2 -0.4 -2.1
C -0.093680 4.004378 3.270315 -2.4 -0.1 -4.4
C 1.288868 3.829365 2.687106 -0.1 3.2 -1.2
O 1.425449 4.531082 1.400939 -0.2 -0.1 2.9
H -1.819927 4.228675 5.262162 -1.0 -0.1 -0.5
H -2.287849 2.377786 5.415054 1.8 2.4 -1.4
H -2.553634 3.104493 3.752503 2.4 1.1 2.2
H 0.137842 4.519487 5.996680 0.8 -1.6 -1.0
H 1.475653 3.293762 5.581845 0.7 0.5 -1.2
H 0.321549 2.841202 6.641430 -1.2 0.3 -1.9
H 0.671902 1.314354 3.970510 2.9 0.0 -1.9
H -1.040799 1.362353 3.237437 1.8 0.6 1.1
H -0.424970 0.787086 4.843375 -1.3 1.3 1.4
H -0.375616 5.112098 3.331123 0.4 -1.6 1.1
H -0.904134 3.611123 2.397551 2.2 0.7 2.1
H 1.414643 2.823062 2.517498 0.9 -2.5 -0.3
H 1.997579 4.304462 3.344808 0.7 -0.3 0.3
H 0.652862 4.149010 0.956833 -0.3 -0.7 -1.6
Li -2.012248 2.807333 -0.458243 0.0 0.2 0.0
P -0.430732 1.583624 0.249327 -3.1 0.9 2.5
O -1.056818 1.261087 -0.997207 -2.8 -3.8 -7.8
O -1.751345 1.797664 1.084937 -2.6 -0.3 3.3
O -0.144259 2.988013 0.057083 2.8 7.5 -0.4
O 0.519285 0.740199 0.844824 4.9 -4.5 3.1
C 6.954206 -2.754719 1.585013 3.1 1.2 1.0
O 5.728546 -2.572843 0.898610 -1.3 -3.9 -1.0
C 5.241018 -1.439444 0.518651 -0.9 4.4 1.0
O 5.804294 -0.404699 0.785095 0.4 0.3 -0.5
O 3.947802 -1.382424 0.010071 2.6 -6.0 0.6
C 3.359352 -0.226388 -0.260018 -0.2 6.7 -0.3
H 7.866879 -2.295221 1.006336 -1.9 -0.7 0.7
H 7.302304 -3.898298 1.776002 -1.8 2.7 -0.5
H 6.914444 -2.103974 2.547937 0.1 -1.5 -1.4
H 3.908595 0.423436 -0.962473 0.9 -0.3 0.3
H 3.244962 0.464211 0.643456 -0.2 -1.2 -1.0
H 2.443372 -0.140625 -0.858133 -0.5 -1.7 0.9
C 1.845539 -1.955874 2.020290 3.1 3.4 2.8
O 0.874294 -2.747270 2.510654 -5.6 -5.1 2.1
C 0.698728 -3.126317 3.841748 5.1 4.6 0.5
O 1.475635 -2.615514 4.690697 -1.9 -1.6 -1.9
O -0.273044 -3.927695 4.174997 0.0 -0.2 -1.3
C -0.229049 -4.396665 5.534026 1.7 -4.6 -2.7
H 1.720978 -1.792384 0.908930 0.5 -0.7 1.5
H 2.837070 -2.330337 2.584665 -1.5 0.9 -2.3
H 1.635543 -0.939829 2.537307 0.8 -1.0 -1.3
H 0.675163 -5.061237 5.807847 -1.0 1.8 -0.6
H -1.006990 -5.109316 5.459385 -1.0 -1.0 0.2
H -0.546042 -3.740525 6.204069 -0.5 3.4 2.8
C 1.401374 -0.456329 -3.413711 0.8 -0.7 4.1
O 0.771232 -0.943017 -4.595136 1.5 1.6 0.8
C 0.088578 -2.023205 -4.506125 -2.7 -3.1 2.2
O -0.109225 -2.823648 -3.569087 1.5 1.8 -0.5
O -0.595697 -2.168113 -5.594649 -2.4 0.2 -3.2
C -1.629568 -3.272685 -5.620743 1.0 0.9 1.1
H 0.733090 -0.418570 -2.424150 0.3 1.0 -2.7
H 2.003582 0.473226 -3.613534 -1.1 -1.0 0.0
H 2.065907 -1.216206 -2.889688 0.0 0.5 -1.7
H -2.270528 -3.142722 -4.717817 0.1 0.2 -0.9
H -0.909959 -4.017349 -5.299679 -0.9 -1.5 -0.8
H -2.247252 -3.343889 -6.598118 1.8 0.4 1.6
C 5.619022 3.154599 -5.019369 2.0 -4.2 0.8
O 4.350685 3.526981 -4.522913 0.2 3.8 -3.7
C 3.829178 3.082750 -3.453431 0.7 -2.4 2.9
O 4.406901 2.165499 -2.894545 -1.1 -0.2 1.0
O 2.719527 3.721071 -3.058333 0.9 0.3 -3.2
C 2.042199 3.267330 -1.928202 -1.3 -3.2 0.7
H 6.587725 3.206744 -4.156704 -3.3 -0.2 -2.6
H 5.891166 3.612996 -5.974032 -0.5 1.1 0.7
H 5.452489 2.032228 -5.486929 0.9 2.2 1.9
H 2.356670 2.182532 -1.737143 -0.7 1.5 0.0
H 0.905459 3.343650 -1.887858 1.6 0.0 -0.9
H 2.416690 3.866703 -1.182644 0.5 1.1 2.4
C -7.134998 0.206792 -4.479654 0.4 3.4 3.6
O -5.910752 0.869536 -4.640940 4.7 2.2 -0.6
C -4.678050 0.390009 -4.182693 -2.4 -3.4 1.8
O -4.536555 -0.796345 -3.791006 -0.4 2.2 -1.2
O -3.795631 1.308391 -4.019438 1.1 1.1 -0.9
C -2.428341 0.982229 -3.420031 -3.5 -9.6 -7.9
H -7.080855 0.072754 -3.326967 -1.6 0.1 -1.5
H -6.906732 -0.733481 -4.819138 -1.2 -2.5 -1.8
H -7.862289 1.084065 -4.875062 1.1 -3.2 0.8
H -1.884369 0.013385 -3.980391 -1.1 3.5 0.9
H -2.668124 0.593739 -2.580137 -1.5 -2.8 5.8
H -2.112193 1.810385 -3.205102 4.6 8.9 1.1
```
Forces are in eV/Å.



Calculated total energy per entry: -45089.847; -82321.562 eV
Molecular weight per entry: 509.75; 760.65 g mol⁻¹